{
  "formula": "C3H4N2O",
  "method": "ωB97M-V with the def2-TZVPD basis set",
  "e_lumo_ev": 0.93,
  "smiles": "Oc1cc[nH]n1",
  "homo_ha": -0.334,
  "elements": ["O", "C", "N", "N", "C", "C", "H", "H", "H", "H"],
  "xyz": [[2.23787, -0.00986, -0.24381], [0.95729, -0.22739, 0.14418], [0.36604, -1.38553, 0.31433], [-0.94595, -1.04226, 0.24353], [-1.16080, 0.27014, 0.02009], [0.06792, 0.86459, 0.02351], [1.92638, 0.70462, -0.84182], [-1.64215, -1.75768, 0.33521], [-2.14357, 0.67959, -0.14525], [0.33696, 1.90377, 0.15005]],
  "mulliken_charge": [-0.506, 0.626, -0.756, 0.264, -0.613, -0.386, 0.345, 0.210, 0.415, 0.401]
}

=====

{
  "formula": "C3H4N2O",
  "method": "ωB97M-V with the def2-TZVPD basis set",
  "e_lumo_ev": 0.92,
  "homo_ha": -0.309,
  "elements": ["C", "C", "C", "H", "H", "H", "H", "N", "N", "O"],
  "xyz": [[0.28027, -0.11293, 0.32903], [-1.37160, 0.29673, -0.77677], [-0.18921, 0.50218, -1.46627], [1.92042, -0.02360, 1.83016], [0.63939, -1.16864, 2.15972], [-2.43084, 0.04540, -0.69086], [0.02058, 0.96692, -2.38009], [1.15034, -0.55712, 1.31578], [-0.95441, -0.22494, 0.46497], [0.93505, 0.27600, -0.78567]],
  "mulliken_charge": [0.476, -0.213, -0.228, 0.245, 0.289, 0.354, 0.413, -0.546, -0.475, -0.316]
}

=====

{
  "formula": "C3H4N2O",
  "method": "ωB97M-V with the def2-TZVPD basis set",
  "e_lumo_ev": 0.56,
  "smiles": "C=C=N.N=C=O",
  "homo_ha": -0.330,
  "elements": ["N", "C", "O", "C", "C", "N", "H", "H", "H", "H"],
  "xyz": [[-1.61004, 1.30554, 0.11909], [-1.88409, 0.11912, 0.19555], [-2.05162, -1.03529, 0.17825], [1.41163, -1.34976, -0.03570], [1.39995, -0.05851, -0.26930], [1.45757, 1.14351, -0.50739], [-2.10306, 2.04153, 0.59632], [0.55433, 1.61206, -0.39923], [1.20594, -2.05081, -0.83552], [1.61938, -1.72740, 0.95792]],
  "mulliken_charge": [-0.550, 0.677, -0.377, -0.852, 0.575, -0.583, 0.243, 0.365, 0.257, 0.246]
}

=====

{
  "formula": "C3H4N2O",
  "method": "ωB97M-V with the def2-TZVPD basis set",
  "e_lumo_ev": 0.32,
  "homo_ha": -0.341,
  "elements": ["N", "C", "C", "O", "C", "N", "H", "H", "H", "H"],
  "xyz": [[0.72872, 1.08985, -0.16081], [0.31712, -0.14510, 0.15438], [-1.00795, -0.71376, -0.06747], [-0.34322, 1.94953, -0.30579], [1.35404, -1.02082, 0.61999], [2.11017, -1.73292, 1.10694], [0.06525, 2.82255, -0.39318], [-0.28233, -0.49321, -1.18875], [-1.11805, -1.75106, 0.22129], [-1.82374, -0.00506, 0.01339]],
  "mulliken_charge": [-0.490, 0.550, -0.809, -0.367, 0.256, -0.368, 0.365, 0.241, 0.337, 0.285]
}

=====

{
  "formula": "C3H4N2O",
  "method": "ωB97M-V with the def2-TZVPD basis set",
  "e_lumo_ev": 0.79,
  "smiles": "NC(=O)C1=NC1",
  "homo_ha": -0.350,
  "elements": ["C", "C", "C", "N", "N", "O", "H", "H", "H", "H"],
  "xyz": [[0.61581, 0.12749, 0.10876], [-1.20642, 0.10649, 0.01233], [1.87524, 0.93669, 0.02819], [1.65416, -0.58615, 0.10641], [-1.60763, -1.14058, 0.01191], [-1.83865, 1.12658, 0.08154], [1.83100, 1.29494, -0.97319], [2.22496, 1.40070, 0.89867], [-0.99887, -1.90930, -0.10940], [-2.54957, -1.35687, -0.16522]],
  "mulliken_charge": [0.186, 0.502, -0.263, -0.545, -0.320, -0.527, 0.210, 0.280, 0.235, 0.241]
}

=====

{
  "formula": "C3H4N2O",
  "method": "ωB97M-V with the def2-TZVPD basis set",
  "e_lumo_ev": 0.73,
  "smiles": "[H]/N=C(\\O)N=C=C",
  "homo_ha": -0.352,
  "elements": ["O", "C", "N", "C", "C", "N", "H", "H", "H", "H"],
  "xyz": [[2.36398, -0.37867, -0.12050], [1.12984, 0.15865, -0.05975], [0.13055, -0.83624, -0.19687], [-1.02266, -0.45489, -0.03669], [-2.16972, 0.07275, 0.25766], [0.86699, 1.38811, 0.06336], [2.25571, -1.33442, -0.23640], [-2.41626, -0.99837, 0.67394], [-2.86541, 0.45542, -0.48489], [1.72698, 1.92766, 0.14015]],
  "mulliken_charge": [-0.488, 0.616, -0.534, 0.699, -0.760, -0.626, 0.376, 0.220, 0.251, 0.246]
}

=====

{
  "formula": "C3H4N2O",
  "method": "ωB97M-V with the def2-TZVPD basis set",
  "e_lumo_ev": -0.06,
  "homo_ha": -0.360,
  "elements": ["C", "C", "C", "N", "N", "O", "H", "H", "H", "H"],
  "xyz": [[-0.92135, 0.10374, 0.83402], [0.57854, 0.99572, -0.53524], [-0.13422, -1.00450, 0.23838], [-0.53883, 1.20697, 0.35541], [0.88215, -0.43302, -0.56799], [-0.25285, -1.13580, -1.10785], [-1.74157, 0.00583, 1.51805], [0.33892, 1.36450, -1.53602], [1.45472, 1.52800, -0.16084], [0.33448, -2.63144, 0.96206]],
  "mulliken_charge": [-0.240, -0.312, 0.277, -0.408, -0.220, -0.289, 0.392, 0.280, 0.278, 0.241]
}

=====

{
  "formula": "C3H4N2O",
  "method": "ωB97M-V with the def2-TZVPD basis set",
  "e_lumo_ev": 0.96,
  "smiles": "Nc1ncco1",
  "homo_ha": -0.301,
  "elements": ["N", "C", "N", "C", "C", "O", "H", "H", "H", "H"],
  "xyz": [[-0.70985, 1.67892, 0.78764], [-0.21171, 0.66428, 0.06502], [0.28036, -0.23598, 0.88552], [0.51377, -1.32756, 0.11152], [0.23181, -1.01631, -1.16793], [-0.24164, 0.30551, -1.20991], [-0.27223, 1.04926, 1.64791], [-0.77990, 2.63584, 0.44699], [0.88166, -2.23783, 0.54981], [0.32766, -1.53026, -2.10001]],
  "mulliken_charge": [-0.475, 0.322, -0.480, -0.291, -0.197, -0.351, 0.470, 0.243, 0.368, 0.392]
}

=====

{
  "formula": "C3H4N2O",
  "method": "ωB97M-V with the def2-TZVPD basis set",
  "e_lumo_ev": 0.43,
  "smiles": "[H]/N=C(/C#N)OC",
  "homo_ha": -0.391,
  "elements": ["C", "C", "C", "N", "N", "O", "H", "H", "H", "H"],
  "xyz": [[1.46616, 1.54886, 0.68899], [0.43981, 0.77614, 0.04338], [-0.62202, -1.43169, 0.01501], [2.21019, 2.20023, 1.27226], [-0.38544, 1.44072, -0.73605], [0.50936, -0.51400, 0.25494], [-1.31001, -0.83453, -0.54947], [-0.98574, -1.88681, 0.85195], [-0.13835, -2.25596, -0.66227], [-1.18397, 0.95705, -1.17875]],
  "mulliken_charge": [0.177, 0.698, -0.575, -0.356, -0.616, -0.294, 0.293, 0.241, 0.200, 0.233]
}

=====

{
  "formula": "C3H4N2O",
  "method": "ωB97M-V with the def2-TZVPD basis set",
  "e_lumo_ev": 0.04,
  "homo_ha": -0.304,
  "elements": ["O", "C", "N", "N", "C", "C", "H", "H", "H", "H"],
  "xyz": [[-1.91427, 0.95986, 1.23761], [-0.39430, 0.05855, 0.34827], [0.65235, 0.70754, 0.21591], [1.54052, 0.11139, -0.65692], [1.39254, -1.14849, -0.97265], [-1.63145, -0.31487, 0.59202], [-2.27454, 1.55951, 0.57917], [2.33821, 0.71517, -0.82219], [2.28369, -1.41872, -1.56418], [-1.99275, -1.22996, 1.04296]],
  "mulliken_charge": [-0.448, 0.831, -0.580, 0.207, -0.529, -0.482, 0.328, 0.264, 0.165, 0.244]
}

=====

{
  "formula": "C3H4N2O",
  "method": "ωB97M-V with the def2-TZVPD basis set",
  "e_lumo_ev": 0.52,
  "homo_ha": -0.329,
  "elements": ["O", "C", "N", "C", "C", "N", "H", "H", "H", "H"],
  "xyz": [[-0.39145, 1.32625, -2.65757], [0.37651, -1.66898, -0.18006], [0.59504, -0.61053, 0.56407], [-0.51106, 0.30787, 0.85767], [-0.69186, 1.19648, -0.31283], [-0.53519, 1.22482, -1.47293], [1.37609, -2.10032, -0.38250], [1.51442, -0.25359, 0.82670], [-1.41238, -0.29619, 0.98522], [-0.32013, 0.87420, 1.77222]],
  "mulliken_charge": [-0.584, -0.497, -0.088, -0.402, 0.050, 0.486, 0.170, 0.269, 0.261, 0.335]
}

=====

{
  "formula": "C3H4N2O",
  "method": "ωB97M-V with the def2-TZVPD basis set",
  "e_lumo_ev": 1.02,
  "homo_ha": -0.398,
  "elements": ["C", "C", "N", "O", "C", "N", "H", "H", "H", "H"],
  "xyz": [[-1.57554, 0.06408, 0.02199], [-0.10488, -0.08609, -0.13146], [0.45787, -0.60755, -1.18248], [1.84601, -0.53192, -0.91372], [1.90174, -0.08688, 0.25773], [0.79482, 0.28592, 0.85910], [-2.09397, -0.31748, -0.85951], [-1.92758, -0.47603, 0.90601], [-1.83368, 1.11898, 0.15685], [2.53004, 0.64053, 0.89287]],
  "mulliken_charge": [-0.841, 0.512, -0.356, -0.106, 0.167, -0.508, 0.293, 0.251, 0.255, 0.334]
}

=====

Results for energy: -301.42039, -301.38066, -301.42274, -301.30994, -301.36560, -301.37142, -301.24020, -301.39862, -301.39994, -301.20815, -301.27441, -301.38338 (in hartree, following the order of the records).
Results for HOMO-LUMO gap: 10.0, 9.3, 9.5, 9.6, 10.3, 10.3, 9.7, 9.1, 11.1, 8.3, 9.5, 11.9 (in eV, following the order of the records).
Results for energy above the lowest of the compared OMol25 structures with the same formula, charge and spin: 41.9, 66.9, 40.5, 111.3, 76.3, 72.7, 155.0, 55.6, 54.8, 175.1, 133.5, 65.2 (in kcal/mol, following the order of the records).